# 1
56
Properties=species:S:1:pos:R:3:forces:R:3 method="wB97M-V/def2-TZVPD" homo_lumo_gap_ev="6.289 / 5.781" max_force_ha_per_bohr=0.0276 e_homo_ev="-3.58 / -3.07" total_charge=-1 multiplicity=3
V 0.140503 0.552515 -1.656650 1.1 -0.1 0.3
C 2.437331 2.689118 -0.463870 -0.1 -0.1 0.0
O 1.720237 1.476175 -0.396282 -0.1 -0.1 0.0
Si 1.653739 0.321052 0.863447 -0.2 0.1 -0.3
C 3.338502 -0.473101 0.970484 0.2 0.0 0.0
C 1.544363 1.297458 2.459544 0.0 0.0 0.1
C 0.252146 -0.658329 0.285547 0.3 -0.4 0.2
Si 0.681574 -2.369851 -0.266735 0.1 0.1 0.0
C 2.008962 -2.412683 -1.602050 0.1 0.0 -0.1
C 1.369751 -3.489536 1.101565 0.0 -0.1 0.1
C -0.776881 -3.304927 -0.975158 -0.1 -0.2 -0.1
Si -1.255503 -0.508817 1.302285 -0.2 0.2 -0.2
C -1.833562 1.285319 1.563796 0.0 0.1 0.2
C -1.132065 -1.206970 3.053012 0.1 0.0 0.2
C -2.735611 -1.419376 0.573731 -0.2 0.0 0.0
H 3.513879 2.507781 -0.396199 0.0 0.0 0.0
H 2.135310 3.363275 0.342565 0.0 0.0 0.0
H 2.216128 3.158051 -1.421396 0.0 0.0 0.0
H 4.098007 0.302652 1.114805 0.0 0.0 0.0
H 3.600984 -1.051788 0.086702 0.0 0.0 0.0
H 3.377892 -1.139223 1.836861 0.0 0.0 0.0
H 2.445186 1.910648 2.568715 0.0 0.0 0.0
H 1.506441 0.617450 3.315533 0.0 0.0 0.0
H 0.677785 1.952215 2.511429 -0.1 0.1 0.0
H 2.570651 -1.484465 -1.712245 0.0 0.0 0.0
H 1.564053 -2.581718 -2.583945 0.0 0.0 0.0
H 2.718784 -3.217848 -1.382388 0.0 0.0 0.0
H 2.382978 -3.190346 1.382488 0.0 0.0 0.0
H 1.418206 -4.522964 0.740892 0.0 0.0 0.0
H 0.756096 -3.479902 2.005603 0.0 0.0 0.0
H -1.305464 -2.688121 -1.705685 0.0 0.0 0.0
H -1.482323 -3.640394 -0.212457 0.1 0.0 -0.1
H -0.394273 -4.188338 -1.496106 0.0 0.0 0.0
H -1.833172 1.536288 2.629349 0.0 0.0 0.0
H -2.855925 1.417259 1.195336 0.0 0.0 0.0
H -1.205621 2.006848 1.043266 0.0 0.0 0.2
H -0.430534 -0.636064 3.668592 0.0 0.0 0.0
H -0.805879 -2.249373 3.052233 0.0 0.0 0.0
H -2.113476 -1.164249 3.538488 0.0 0.0 0.0
H -2.733177 -1.418981 -0.517365 0.0 0.1 0.0
H -3.658288 -0.943237 0.922934 0.0 0.0 0.0
H -2.756682 -2.461773 0.897918 -0.1 0.1 0.0
O 1.444573 -0.298000 -3.832295 -0.4 0.2 0.2
N 0.346752 0.278817 -3.489121 -0.2 -0.2 -0.4
O 0.197067 1.603114 -3.530676 0.0 -0.7 0.2
O -0.777857 -0.431835 -3.192823 0.3 0.2 -0.4
C -1.836244 4.152476 -1.084653 0.0 0.0 0.0
O -0.933019 3.054937 -0.998692 0.0 0.0 0.0
C -1.277371 1.802992 -1.354499 -0.9 1.1 0.1
C -2.695301 1.582653 -1.778253 0.0 -0.1 -0.2
H -2.679640 4.031256 -0.402458 0.0 0.0 0.0
H -2.199186 4.282934 -2.103948 0.0 0.0 0.0
H -1.265125 5.031275 -0.794150 0.0 0.0 0.0
H -3.317998 2.468044 -1.899803 0.0 0.0 0.0
H -3.178644 0.921148 -1.056056 0.0 -0.1 0.0
H -2.649057 1.028461 -2.721160 0.0 0.0 0.0

***

# 2
53
Properties=species:S:1:pos:R:3:forces:R:3 method="wB97M-V/def2-TZVPD" homo_lumo_gap_ev=10.104 max_force_ha_per_bohr=0.0042 e_homo_ev=-9.29 smiles=COCCOCCOC.COCCOCCOC.CP
C 3.859927 -4.807443 -4.650969 0.2 0.0 -0.1
P 2.147457 -4.607791 -5.350542 0.0 0.0 0.2
H 4.038100 -4.202963 -3.762470 -0.1 -0.1 0.0
H 4.028518 -5.854153 -4.395857 0.0 0.1 -0.1
H 4.591261 -4.522070 -5.409674 0.0 0.0 0.1
H 1.534068 -5.581369 -4.531072 -0.1 0.0 0.0
H 1.724819 -3.562348 -4.499594 -0.1 0.1 -0.1
C 0.077305 2.415263 -0.482643 0.0 0.0 0.1
O 0.980808 1.464305 -0.993759 0.0 0.0 -0.2
C 0.505514 0.139328 -0.879109 -0.1 0.0 0.1
C 1.206060 -0.785409 -1.848419 0.0 0.1 0.0
O 0.776449 -0.644025 -3.192678 0.0 0.0 0.0
C 1.312295 0.431823 -3.946702 0.1 0.0 0.0
C 2.710814 0.189925 -4.467078 0.1 -0.1 -0.1
O 3.669789 0.329770 -3.437155 -0.1 -0.1 0.1
C 4.874431 -0.341992 -3.711046 0.1 0.0 -0.1
H -0.080946 2.294332 0.596157 0.0 0.0 0.0
H 0.504615 3.399540 -0.663221 0.0 0.0 0.0
H -0.897504 2.347104 -0.979690 0.0 0.0 0.0
H -0.576168 0.106841 -1.068340 0.0 0.0 0.0
H 0.678711 -0.236392 0.140578 0.0 0.0 0.0
H 0.929491 -1.804870 -1.568880 0.1 0.0 0.0
H 2.289034 -0.675791 -1.757016 0.0 0.0 0.0
H 1.285479 1.369057 -3.385982 0.0 0.0 0.0
H 0.654583 0.519580 -4.813903 0.0 0.1 0.0
H 2.909097 0.916531 -5.268391 0.1 0.0 0.0
H 2.775891 -0.816884 -4.901001 -0.1 0.0 0.0
H 4.704089 -1.411511 -3.887199 0.0 0.0 0.0
H 5.519481 -0.220325 -2.843047 0.0 0.0 0.0
H 5.384775 0.070112 -4.590161 0.0 0.0 0.0
C -2.271008 2.481184 7.204698 0.0 0.0 0.1
O -2.741146 1.770185 6.085123 0.1 0.0 -0.1
C -3.685985 2.497004 5.327448 0.0 0.1 0.0
C -3.836066 1.897900 3.948086 0.0 0.0 0.0
O -2.729089 2.161462 3.100956 0.0 0.0 0.0
C -1.670116 1.219594 3.147766 0.0 0.0 0.0
C -1.847752 0.076169 2.175825 0.1 0.0 -0.1
O -2.831076 -0.829231 2.632505 -0.1 0.2 0.0
C -3.388339 -1.604185 1.598174 0.1 -0.1 0.0
H -3.071712 2.682472 7.926701 0.0 0.0 0.0
H -1.513723 1.865400 7.685804 0.0 0.0 0.0
H -1.825200 3.438023 6.910205 0.0 0.0 0.0
H -3.371714 3.544976 5.236351 0.0 0.0 0.0
H -4.668879 2.481274 5.821648 0.0 0.0 0.1
H -4.692889 2.382836 3.474859 0.0 -0.1 0.0
H -4.031568 0.825752 4.023022 0.0 0.0 0.0
H -1.521776 0.835177 4.159328 0.0 0.0 0.0
H -0.774763 1.767987 2.844733 0.0 0.0 0.1
H -0.880853 -0.437462 2.066236 0.0 0.0 0.0
H -2.127529 0.477543 1.192679 0.0 0.0 0.0
H -3.830920 -0.971400 0.820401 0.0 0.0 0.0
H -4.164531 -2.225948 2.039724 0.0 0.0 0.0
H -2.641609 -2.254882 1.126592 0.0 0.0 0.0

***

# 3
60
Properties=species:S:1:pos:R:3:forces:R:3 method="wB97M-V/def2-TZVPD" homo_lumo_gap_ev=6.678 max_force_ha_per_bohr=0.0782 e_homo_ev=-11.05 total_charge=+1
C -4.821089 -2.018255 -0.601070 0.5 -0.3 -0.6
C -4.137520 -1.779218 -2.102346 -1.8 -0.9 0.3
O -2.668097 -1.923525 -2.094661 0.4 2.7 0.2
C -2.048556 -0.602013 -1.880182 -1.3 0.9 0.9
N -0.533412 -0.747713 -1.775315 1.7 1.9 1.4
C 0.302712 0.150703 -1.128544 -1.4 0.0 0.0
N -0.238607 1.393666 -0.439906 2.0 -3.4 -1.0
P -0.768304 2.643515 -1.595671 -1.6 1.8 -1.3
C 0.702791 3.153546 -2.705402 1.4 0.8 0.3
C 0.826645 2.263786 -4.078388 1.2 -0.8 0.8
C -1.161469 4.185796 -0.475936 0.7 0.0 0.4
C -2.711477 4.206660 0.071539 0.6 0.1 0.7
N 1.826989 -0.057662 -1.007629 -3.6 -0.4 0.1
Br 2.597505 -0.472619 -2.665450 0.0 -0.3 -0.3
C 1.963600 -1.197383 -0.005944 -0.4 -0.6 2.5
C 2.165820 -0.463405 1.481275 0.9 -0.2 0.2
C 3.179619 -1.368920 2.398737 -0.1 0.1 0.3
O 0.843581 -0.258329 2.158223 2.3 -0.6 0.2
H -5.032101 -1.000203 -0.044328 0.4 -2.2 -1.1
H -5.810694 -2.622933 -0.796054 1.9 1.4 0.6
H -4.105809 -2.728390 0.036365 -1.5 1.7 -1.4
H -4.490359 -0.762595 -2.571811 0.9 -1.9 0.9
H -4.563786 -2.655982 -2.781730 1.3 2.0 1.3
H -2.313446 0.181039 -2.712253 0.6 -1.7 1.4
H -2.401795 -0.121423 -0.848930 0.7 -1.2 -2.2
H -0.120020 -1.603866 -2.220488 -0.2 1.0 0.6
H -0.965927 1.148011 0.266790 0.6 0.1 -0.9
H 0.576373 4.283334 -3.015479 0.0 -2.2 0.9
H 1.673268 3.108752 -2.024780 -1.7 0.0 -1.7
H 1.980865 1.983286 -4.193249 -2.6 0.7 0.0
H 0.279731 1.232571 -3.884960 0.9 2.1 -0.8
H 0.482444 2.807817 -5.056220 0.4 -1.1 2.1
H -0.423587 4.113405 0.434336 -1.4 0.5 -1.6
H -0.876888 5.138665 -1.129918 -0.7 -2.1 1.4
H -3.513650 3.957048 -0.749642 1.7 0.6 1.6
H -2.881243 5.292035 0.536959 0.1 -2.5 -1.1
H -2.807064 3.413346 0.958544 0.1 1.8 -2.0
H 2.846448 -1.917304 -0.277957 -1.6 1.7 0.4
H 0.980744 -1.845269 0.097458 2.0 1.2 -0.4
H 2.665215 0.596439 1.270173 -1.1 -2.2 0.4
H 4.131862 -1.731637 1.806588 -2.0 0.8 1.1
H 2.610295 -2.304701 2.811463 1.1 1.7 -0.8
H 3.550032 -0.745794 3.330071 -0.8 -1.3 -1.9
H 0.987994 -0.302672 3.167358 0.0 0.2 -1.7
C 1.395199 -4.799588 -1.332736 1.0 -0.3 0.4
O 2.601485 -4.841129 -1.148808 -0.1 0.2 0.0
N 0.851135 -4.463399 -2.516198 -0.3 0.9 -1.6
N 0.502166 -5.086332 -0.368427 -0.6 -0.2 1.3
H -0.139498 -4.423601 -2.686936 0.1 -0.2 0.0
H 1.488568 -4.240071 -3.269291 -0.2 -0.2 0.2
H 0.869923 -5.344231 0.537981 -0.2 0.0 -0.3
H -0.494735 -5.057641 -0.500841 0.2 -0.1 0.0
C 1.741424 1.313735 5.499280 -0.1 0.1 0.1
O 1.382920 0.214523 5.106990 -0.2 -0.6 -0.4
N 1.332755 1.837327 6.669088 -0.6 -0.1 1.0
N 2.577221 2.099656 4.796862 0.8 0.4 -1.1
H 1.616958 2.740526 7.009013 0.0 -0.2 -0.1
H 0.702630 1.277972 7.228920 0.2 0.2 -0.2
H 2.908580 1.743068 3.910083 -0.1 0.2 0.3
H 2.883636 3.007578 5.103384 0.0 -0.2 0.0

***

# 4
76
Properties=species:S:1:pos:R:3:forces:R:3 method="wB97M-V/def2-TZVPD" homo_lumo_gap_ev="2.529 / 5.966" max_force_ha_per_bohr=0.0798 e_homo_ev="-1.19 / -4.63" total_charge=-1 multiplicity=2
Cl -4.481855 0.576698 -3.384910 0.1 0.0 0.0
C -3.518007 1.616923 -2.295935 1.1 -0.7 -0.1
C -1.998416 1.293087 -2.321372 -0.8 0.5 0.6
Cl -1.286641 1.615203 -3.950986 0.0 0.0 0.3
H -3.894139 1.446608 -1.287167 0.2 -0.1 0.0
H -3.649137 2.646498 -2.628920 -0.1 -0.1 0.0
H -1.638806 0.327550 -1.965675 -0.7 -0.2 -0.4
H -1.575132 1.982673 -1.591031 0.3 0.3 -0.3
C 4.726516 -1.399133 2.486858 0.2 0.1 -0.1
N 4.634339 -2.819837 2.089983 1.7 -2.0 2.9
O 5.382286 -3.636141 2.713544 -1.2 1.9 -1.3
O 3.831211 -3.154082 1.289476 -1.0 -0.3 -1.5
H 4.012852 -0.827634 1.893412 0.3 -0.1 0.0
H 5.781014 -1.178071 2.321711 -0.2 0.5 0.1
H 4.475068 -1.310843 3.543777 0.1 -0.2 -0.1
C 1.931932 4.633333 3.402205 0.9 0.5 0.5
N 1.061989 3.875879 4.350340 -2.0 -2.3 -1.9
O 1.321846 3.836014 5.534291 0.1 0.5 -0.5
O 0.124380 3.250766 3.797825 1.9 1.3 1.6
H 2.945747 4.543727 3.792398 -0.1 0.3 0.2
H 1.584917 5.666537 3.415530 0.1 -0.1 0.1
H 1.967150 4.274109 2.373702 -0.8 -0.4 0.4
C 1.648196 -5.800932 -2.042495 -0.9 1.4 -0.4
N 0.143306 -5.960719 -2.279325 0.3 -1.1 0.5
O -0.589092 -5.582392 -1.359245 0.8 -0.3 -1.6
O -0.197508 -6.552489 -3.299485 0.1 0.9 1.2
H 1.934384 -4.935478 -2.640130 -0.2 0.0 -0.2
H 2.231234 -6.634021 -2.435110 -0.5 -0.2 0.6
H 1.718029 -5.451325 -1.012448 0.4 -0.8 0.0
C 0.732715 -1.541053 -5.093826 0.5 -1.4 1.4
N 0.667812 -3.029473 -4.887413 0.2 -1.1 0.8
O 0.364016 -3.552680 -3.814912 0.1 1.5 -0.5
O 0.954560 -3.678387 -5.854439 0.2 -0.7 -1.1
H 1.397218 -1.448813 -5.952908 -0.9 0.4 -0.2
H 1.274301 -1.203723 -4.210088 -0.5 0.5 0.0
H -0.330311 -1.300051 -5.093350 0.4 0.9 -0.4
C -2.574079 5.563262 0.528303 1.8 0.4 -1.2
N -1.651981 5.131732 1.630163 -0.6 -0.7 -0.6
O -0.818808 4.312198 1.383756 1.2 -1.3 -1.7
O -1.751500 5.589591 2.715288 -1.1 1.9 2.2
H -2.580750 6.653231 0.533198 -1.1 -0.1 0.7
H -3.470976 4.952391 0.425758 0.0 0.4 0.6
H -1.943376 5.401242 -0.345805 -0.3 -0.5 -0.2
C -1.661566 -3.028774 0.980051 0.9 0.9 -1.0
N -2.192371 -2.911069 2.386899 0.5 -0.8 -0.3
O -3.381817 -2.900257 2.448822 -1.6 0.1 0.2
O -1.467461 -2.857684 3.374479 0.4 0.0 -1.1
H -0.929808 -3.810926 0.777911 0.1 0.0 0.9
H -1.215694 -2.062500 0.744225 0.2 0.0 0.3
H -2.417237 -3.114498 0.199217 -0.6 -0.1 0.9
C -5.886766 -0.597077 0.609317 1.0 0.7 0.6
N -4.566016 0.032623 0.892111 -3.3 -1.0 -2.2
O -4.492568 0.698673 1.921299 0.4 2.2 3.4
O -3.555422 -0.321122 0.230531 2.4 -1.0 -1.7
H -5.998455 -0.775235 -0.460215 0.0 -0.2 0.1
H -6.626581 0.101197 1.000689 -0.1 0.0 -0.2
H -5.963310 -1.494887 1.222635 -0.1 -0.5 -0.2
C 2.599691 2.801018 -0.349506 0.0 0.9 -0.5
N 3.826835 2.651629 0.485090 -0.7 -2.1 -1.0
O 3.939185 1.601929 1.094250 -0.1 0.3 0.6
O 4.710492 3.430246 0.287533 1.0 1.3 0.4
H 2.603493 1.957547 -1.039894 -0.2 -0.1 0.3
H 2.786553 3.718001 -0.908367 -0.3 -0.1 0.0
H 1.678216 2.873926 0.228146 0.2 -0.3 0.1
C -0.751495 0.882773 1.558230 -1.2 0.6 2.8
O -0.209319 0.425395 0.374858 0.4 0.5 -1.9
C 0.804477 -0.405642 0.393916 0.7 -2.2 2.2
O 1.269848 -0.986049 1.383603 -0.5 1.5 -1.9
O 1.153895 -0.640474 -0.870747 0.6 0.0 -1.2
C 2.283899 -1.504435 -1.220998 -1.0 0.7 0.8
H -1.675554 1.451671 1.455417 -0.1 -0.5 -1.0
H -0.128372 1.600107 2.092338 0.7 -0.4 -0.1
H -1.026221 0.054915 2.211897 0.2 0.0 0.1
H 2.256906 -1.559226 -2.309281 0.0 0.0 0.2
H 2.137325 -2.490341 -0.779863 0.2 0.1 0.1
H 3.198716 -1.013428 -0.889136 0.1 -0.3 0.1